[1]
ORCA calculation (the ωB97M-V functional and the def2-TZVPD basis) on 5 unconnected molecules or ions with the total composition C12H40BN3O4.

Values from the calculation:
HOMO   -8.27 eV

Geometry as XYZ:
```
60
C12H40BN3O4, DFT the ωB97M-V functional and the def2-TZVPD basis
O 0.73 -0.65 0.37
H 1.25 -1.14 1.09
H 0.11 0.02 0.85
H 1.33 -0.30 -0.38
B 2.32 -1.65 2.59
H 3.07 -1.52 3.47
H 2.79 -1.42 1.55
H 2.06 -2.78 2.61
H 1.40 -0.97 2.81
C 2.37 2.17 -3.42
C 1.65 1.14 -2.57
C 1.46 -0.22 -3.23
O 0.63 -1.04 -2.45
C 0.35 -2.29 -3.08
N 2.34 0.97 -1.28
H 3.34 1.81 -3.79
H 2.58 3.09 -2.88
H 1.82 2.48 -4.32
H 0.63 1.48 -2.36
H 2.44 -0.72 -3.33
H 1.04 -0.09 -4.23
H -0.30 -2.06 -3.92
H -0.18 -2.88 -2.34
H 1.26 -2.83 -3.36
H 3.29 0.62 -1.45
H 2.54 1.88 -0.89
C -2.79 -1.86 -1.41
C -3.37 -1.98 -0.01
C -2.33 -2.43 0.98
O -1.90 -3.74 0.63
C -0.73 -4.10 1.35
N -3.96 -0.71 0.41
H -3.55 -1.56 -2.14
H -2.35 -2.82 -1.68
H -1.99 -1.12 -1.43
H -4.15 -2.76 0.00
H -2.78 -2.51 1.98
H -1.46 -1.77 1.04
H -0.37 -5.05 0.95
H -0.92 -4.26 2.42
H 0.05 -3.34 1.26
H -4.51 -0.76 1.26
H -4.71 -0.48 -0.25
C -1.77 3.18 1.52
C -0.73 2.11 1.19
C 0.64 2.49 1.75
O 0.99 3.77 1.32
C 2.19 4.23 1.87
N -1.17 0.78 1.71
H -1.52 4.10 0.99
H -1.79 3.52 2.56
H -2.79 2.90 1.25
H -0.76 2.09 0.10
H 1.39 1.76 1.45
H 0.57 2.41 2.84
H 2.10 4.30 2.96
H 2.43 5.24 1.52
H 3.05 3.64 1.53
H -2.10 0.67 1.30
H -1.27 0.94 2.71
```


[2]
ORCA calculation (the ωB97M-V functional and the def2-TZVPD basis) on a molecular structure, C12H40BNaO12.

Values from the calculation:
Relative energy (zero: lowest compared OMol25 entry of this formula, charge and spin)   0.0000 eV
HOMO   -9.70 eV

Geometry as XYZ:
```
66
C12H40BNaO12, DFT the ωB97M-V functional and the def2-TZVPD basis
Na -1.36 3.38 -1.01
B -0.56 0.86 -0.88
H -0.48 1.47 -1.88
H 0.30 1.20 -0.12
H -1.61 1.11 -0.42
H -0.46 -0.29 -1.13
C 2.47 -3.65 -1.82
C 1.94 -2.32 -1.33
O 2.97 -1.59 -0.65
O 2.44 -4.65 -0.81
H 3.50 -3.46 -2.15
H 1.92 -3.99 -2.69
H 1.09 -2.49 -0.66
H 1.56 -1.72 -2.16
H 2.92 -0.65 -0.83
H 3.25 -4.57 -0.30
C -3.74 -0.51 0.95
C -4.41 -0.91 2.25
O -4.72 -2.29 2.25
O -2.47 -1.09 0.84
H -3.61 0.59 0.98
H -4.38 -0.71 0.09
H -5.37 -0.39 2.33
H -3.79 -0.60 3.10
H -3.90 -2.79 2.24
H -1.89 -0.49 0.35
C -1.79 1.83 3.22
C -1.45 2.96 2.29
O -2.41 3.08 1.19
O -3.02 2.03 3.91
H -0.96 1.79 3.94
H -1.82 0.88 2.69
H -0.51 2.71 1.77
H -1.35 3.93 2.77
H -3.22 3.43 1.58
H -3.72 2.09 3.25
C 3.03 1.78 -0.42
C 4.50 2.02 -0.62
O 4.72 3.07 -1.59
O 2.51 1.13 -1.58
H 2.49 2.71 -0.27
H 2.96 1.07 0.42
H 4.94 1.13 -1.08
H 5.03 2.29 0.29
H 4.35 2.73 -2.41
H 1.56 0.97 -1.41
C 0.47 -1.29 3.77
C 0.74 -1.22 2.27
O 2.09 -1.60 2.05
O 0.87 -0.09 4.42
H 0.99 -2.17 4.17
H -0.59 -1.38 3.98
H 0.65 -0.17 1.97
H 0.00 -1.81 1.72
H 2.25 -1.59 1.09
H 1.83 -0.05 4.52
C 0.14 -0.34 -4.65
C -1.17 0.42 -4.67
O -1.96 0.06 -3.52
O -0.06 -1.72 -4.96
H 0.61 -0.23 -3.67
H 0.86 0.05 -5.38
H -1.77 0.16 -5.54
H -1.01 1.51 -4.64
H -1.44 0.28 -2.73
H -0.95 -1.93 -4.66
```


[3]
ORCA calculation (the ωB97M-V functional and the def2-TZVPD basis) on a molecular structure, C12H40BO12.

Values from the calculation:
Relative energy (zero: lowest compared OMol25 entry of this formula, charge and spin)   29.9851 eV
Charge   -1
HOMO   -4.18 eV

Geometry as XYZ:
```
65
C12H40BO12, DFT the ωB97M-V functional and the def2-TZVPD basis
B -8.52 -3.16 3.95
H -8.51 -4.12 3.46
H -8.33 -2.41 3.20
H -9.43 -2.91 4.47
H -7.67 -3.14 4.61
C -6.65 -6.41 4.94
C -6.36 -5.53 6.20
O -5.97 -4.18 5.87
O -8.00 -6.03 4.56
H -6.32 -7.44 5.05
H -5.89 -6.19 4.20
H -5.57 -5.96 6.82
H -7.22 -5.55 6.86
H -6.74 -3.65 5.66
H -7.99 -5.18 4.12
C -6.40 -4.43 2.75
C -7.00 -4.42 1.43
O -8.34 -3.93 1.56
O -6.23 -3.16 3.28
H -5.45 -4.90 2.48
H -6.94 -5.09 3.43
H -7.01 -5.44 1.04
H -6.42 -3.71 0.84
H -8.55 -3.75 2.48
H -7.06 -2.88 3.67
C -9.78 -0.26 4.09
C -11.08 -0.46 3.39
O -11.49 0.81 2.64
O -10.03 0.52 5.20
H -8.98 0.17 3.49
H -9.42 -1.20 4.53
H -11.85 -0.79 4.09
H -10.94 -1.21 2.61
H -11.90 1.48 3.20
H -10.31 1.34 4.79
C -6.66 -1.29 4.18
C -5.72 0.03 4.23
O -6.34 0.97 5.13
O -7.84 -1.01 3.40
H -6.87 -1.73 5.15
H -6.25 -2.14 3.64
H -5.70 0.50 3.25
H -4.72 -0.30 4.52
H -7.26 0.90 4.88
H -8.47 -1.73 3.49
C -9.91 -0.74 0.74
C -8.74 -1.27 1.60
O -8.07 -2.32 0.88
O -9.52 -0.32 -0.50
H -10.48 0.01 1.29
H -10.63 -1.49 0.39
H -9.06 -1.66 2.56
H -7.98 -0.49 1.60
H -7.77 -2.94 1.55
H -8.57 -0.38 -0.43
C -9.45 -2.89 7.88
C -9.31 -2.19 6.51
O -8.00 -2.36 6.01
O -8.89 -4.18 7.95
H -10.52 -2.94 8.06
H -8.96 -2.25 8.62
H -9.59 -1.14 6.65
H -9.99 -2.58 5.75
H -8.02 -2.70 5.12
H -8.02 -4.07 7.55
```


[4]
ORCA calculation (the ωB97M-V functional and the def2-TZVPD basis) on a molecular structure, C12H40BO8V.

Values from the calculation:
Relative energy (zero: lowest compared OMol25 entry of this formula, charge and spin)   1.0270 eV
HOMO   -9.59 eV

Geometry as XYZ:
```
62
C12H40BO8V, DFT the ωB97M-V functional and the def2-TZVPD basis
O 32.19 -28.33 9.03
V 32.04 -28.39 7.44
O 32.04 -26.90 6.81
B 31.26 -30.08 6.26
H 32.36 -29.81 6.10
H 30.99 -30.91 5.52
H 31.20 -30.47 7.33
H 30.61 -29.15 6.15
C 32.46 -34.20 6.51
O 31.31 -35.02 6.44
H 32.57 -33.66 5.58
H 32.40 -33.56 7.40
H 33.35 -34.77 6.77
H 30.54 -34.41 6.36
C 32.37 -31.33 2.82
O 33.13 -31.46 4.00
H 31.79 -30.40 2.83
H 32.93 -31.27 1.88
H 31.62 -32.13 2.70
H 32.49 -31.32 4.71
C 29.10 -29.06 8.62
O 29.57 -27.80 8.12
H 28.85 -29.74 7.80
H 29.83 -29.53 9.28
H 28.21 -28.94 9.24
H 29.42 -27.25 8.90
C 36.12 -33.31 5.01
C 36.27 -31.97 5.64
C 36.80 -30.98 4.59
O 35.05 -31.48 6.19
H 35.57 -33.25 4.07
H 35.69 -33.98 5.76
H 37.11 -33.74 4.81
H 37.00 -32.00 6.45
H 36.07 -30.67 3.84
H 37.62 -31.44 4.04
H 37.21 -30.06 5.01
H 34.37 -31.49 5.51
C 36.57 -28.32 7.64
C 35.20 -27.89 7.14
C 35.09 -27.52 5.67
O 34.31 -29.01 7.41
H 37.36 -27.58 7.55
H 36.95 -29.10 6.97
H 36.53 -28.72 8.65
H 34.83 -27.07 7.76
H 34.03 -27.46 5.40
H 35.45 -28.24 4.93
H 35.55 -26.54 5.54
H 34.64 -29.84 7.02
C 28.04 -34.52 5.12
C 29.00 -33.39 4.86
C 28.26 -32.22 4.22
O 29.49 -32.97 6.16
H 27.11 -34.23 5.61
H 28.46 -35.31 5.75
H 27.74 -34.99 4.18
H 29.86 -33.75 4.28
H 27.26 -32.06 4.62
H 28.12 -32.36 3.15
H 28.91 -31.34 4.27
H 29.95 -32.12 5.99
```